Record 1
The following is a quantum chemistry calculation of a single C19H21BrN2O4S molecule at a distorted geometry, from the Open Molecules 2025 dataset.

Charge = 0
LUMO level = -0.037 eV
Frontier orbital gap = 8.70 eV
SMILES = Cc1ccc(OC(=O)c2cccc(S(=O)(=O)N3CCN(C)CC3)c2)c(Br)c1
Spin multiplicity = 1

Last column: Löwdin charge in e.
Cartesian coordinates (Å):
C1 -7.04 -2.42 0.63  -0.048
C2 -5.62 -1.98 0.80  -0.276
C3 -4.75 -2.65 1.65  -0.029
C4 -3.45 -2.23 1.83  0.009
C5 -2.99 -1.11 1.16  -0.271
O1 -1.69 -0.64 1.24  0.019
C6 -1.01 -0.62 2.40  -0.412
O2 -1.45 -1.00 3.45  0.133
C7 0.35 -0.05 2.22  -0.099
C8 1.14 0.12 3.36  0.007
C9 2.41 0.65 3.25  -0.042
C10 2.91 1.02 2.01  -0.041
C11 2.12 0.84 0.89  -0.254
S1 2.81 1.31 -0.70  0.678
O3 3.35 2.63 -0.61  -0.275
O4 1.83 1.04 -1.72  -0.280
N1 4.10 0.24 -0.74  -0.236
C12 3.75 -1.10 -1.14  -0.174
C13 3.66 -1.24 -2.66  -0.187
N2 4.91 -0.80 -3.27  -0.226
C14 4.90 -1.00 -4.70  -0.101
C15 5.16 0.59 -2.92  -0.183
C16 5.29 0.72 -1.41  -0.179
C17 0.84 0.32 0.97  0.021
C18 -3.85 -0.43 0.30  -0.575
Br1 -3.20 1.10 -0.61  0.796
C19 -5.15 -0.86 0.12  -0.082
H1 -7.68 -1.90 1.34  0.087
H2 -7.40 -2.19 -0.37  0.079
H3 -7.13 -3.49 0.80  0.078
H4 -5.10 -3.52 2.18  0.115
H5 -2.79 -2.77 2.49  0.119
H6 0.73 -0.17 4.31  0.123
H7 3.02 0.78 4.14  0.110
H8 3.89 1.44 1.89  0.119
H9 2.79 -1.35 -0.68  0.119
H10 4.52 -1.78 -0.75  0.132
H11 3.50 -2.29 -2.92  0.125
H12 2.81 -0.65 -3.02  0.114
H13 5.86 -0.70 -5.11  0.083
H14 4.75 -2.06 -4.91  0.083
H15 4.10 -0.43 -5.20  0.091
H16 6.09 0.90 -3.40  0.125
H17 4.35 1.25 -3.27  0.130
H18 5.43 1.76 -1.13  0.112
H19 6.14 0.12 -1.05  0.131
H20 0.26 0.22 0.07  0.120
H21 -5.80 -0.31 -0.55  0.110


Record 2
The following is a quantum chemistry calculation of AsF6H26O13 as an isolated structure at a distorted geometry, from the Open Molecules 2025 dataset.

Charge = -1
LUMO level = 1.832 eV
Frontier orbital gap = 10.80 eV
Spin multiplicity = 1

Last column: Löwdin charge in e.
Cartesian coordinates (Å):
As1 -0.37 0.84 -0.83  0.925
F1 0.44 0.39 0.76  -0.338
F2 -0.28 2.61 -0.48  -0.316
F3 -1.26 1.16 -2.42  -0.336
F4 -0.53 -0.89 -1.08  -0.294
F5 -1.98 0.88 0.03  -0.332
F6 1.22 0.80 -1.64  -0.300
O1 4.37 1.23 5.06  -0.051
H1 4.99 0.58 5.38  0.024
H2 3.52 0.93 5.39  0.031
O2 4.84 -2.54 -2.53  -0.057
H3 4.60 -3.46 -2.53  0.025
H4 4.00 -2.07 -2.49  0.032
O3 -0.73 -2.96 5.49  -0.052
H5 -0.95 -3.54 6.22  0.024
H6 0.06 -3.34 5.11  0.031
O4 -1.50 -6.16 -5.41  -0.056
H7 -2.16 -6.16 -6.10  0.025
H8 -1.77 -5.45 -4.83  0.030
O5 5.48 -3.05 2.80  -0.057
H9 6.33 -2.76 3.15  0.024
H10 5.23 -2.36 2.18  0.033
O6 -3.02 1.87 4.66  -0.057
H11 -2.74 1.02 5.00  0.024
H12 -3.19 1.72 3.73  0.031
O7 0.31 1.90 -8.10  -0.059
H13 -0.25 2.48 -7.58  0.029
H14 1.11 1.81 -7.58  0.029
O8 -2.32 7.07 -0.80  -0.058
H15 -2.06 6.17 -0.63  0.032
H16 -3.06 6.99 -1.40  0.025
O9 -4.34 -3.51 -2.53  -0.059
H17 -4.10 -2.60 -2.72  0.032
H18 -4.27 -3.58 -1.58  0.028
O10 -4.48 -2.64 3.02  -0.051
H19 -5.01 -2.89 3.78  0.023
H20 -3.59 -2.89 3.26  0.026
O11 3.66 3.14 1.19  -0.057
H21 2.70 3.11 1.11  0.027
H22 3.87 2.46 1.83  0.021
O12 -7.63 0.43 0.15  -0.055
H23 -6.77 0.19 0.52  0.031
H24 -8.11 0.82 0.88  0.024
O13 6.94 3.94 -2.46  -0.057
H25 6.63 4.60 -3.07  0.025
H26 6.18 3.73 -1.92  0.032


Record 3
The following is a quantum chemistry calculation of CH7N2Si as an isolated structure at a distorted geometry, from the Open Molecules 2025 dataset.

Charge = +1
LUMO level = -4.189 eV
Frontier orbital gap = 11.03 eV
Spin multiplicity = 1

Last column: Löwdin charge in e.
Cartesian coordinates (Å):
C1 -0.86 0.34 -0.34  -0.249
N1 -2.08 -0.05 0.00  0.130
N2 0.17 -0.11 0.38  -0.149
Si1 2.02 0.05 -0.03  0.732
H1 -0.87 0.95 -1.19  0.133
H2 -2.94 0.31 -0.50  0.161
H3 -2.26 -0.58 0.90  0.152
H4 -0.16 -1.02 1.34  0.294
H5 1.91 1.50 -0.58  -0.024
H6 2.75 -0.43 1.05  -0.101
H7 2.32 -0.97 -1.03  -0.079


Values for total energy, eV, ordered as above
-112091.59648; -104188.41947; -12000.13812
Values for energy above the lowest of the compared OMol25 structures with the same formula, charge and spin, eV, ordered as above
0.2674; 3.2117; 1.6396